Density functional theory data (ωB97M-V/def2-TZVPD) for a structure of composition C15H23ClN2ReS at a distorted geometry.

Each line ends with the Mulliken charge.
CARTESIAN COORDINATES (ANGSTROEM)
C: 0.716 -1.681 -3.595  1.03
C: 0.681 -3.183 -3.349  -1.37
C: -0.470 -1.174 -4.406  -1.36
C: 2.047 -1.182 -4.142  -1.39
Cl: 0.513 -0.840 -1.699  -0.31
H: -0.452 -1.599 -5.423  0.41
H: -0.434 -0.081 -4.503  0.36
H: -1.422 -1.464 -3.944  0.36
H: 0.822 -3.733 -4.291  0.44
H: -0.287 -3.492 -2.934  0.33
H: 1.482 -3.492 -2.666  0.36
H: 2.254 -1.636 -5.124  0.43
H: 2.881 -1.446 -3.478  0.36
H: 2.026 -0.094 -4.287  0.35
C: -1.938 -0.309 2.248  -0.72
C: -2.346 0.375 1.053  -0.66
C: -1.944 -0.450 -0.073  -0.59
H: -2.966 1.269 0.999  0.60
C: -1.325 -1.643 0.464  -0.23
C: -1.355 -1.552 1.872  -0.72
H: -0.982 -2.312 2.549  0.51
H: -2.192 -0.001 3.259  0.92
H: -2.199 -0.269 -1.106  0.51
H: -0.954 -2.478 -0.120  0.47
C: 1.565 1.801 1.115  -0.74
C: 0.350 2.481 1.502  -0.43
C: -0.516 2.532 0.362  -0.89
H: 0.134 2.909 2.455  0.80
C: 0.129 1.858 -0.725  -0.18
C: 1.448 1.428 -0.255  -0.37
H: 2.206 0.972 -0.847  0.51
H: 2.406 1.585 1.735  0.55
H: -1.475 3.034 0.316  0.55
H: -0.226 1.813 -1.739  0.56
Re: -0.181 0.492 0.808  0.98
N: 1.158 1.439 5.430  -0.41
C: 0.355 1.125 4.403  0.88
N: -0.760 1.907 4.298  -0.37
S: 0.890 -0.093 3.327  -0.31
H: 0.930 2.181 6.066  0.20
H: 1.971 0.873 5.632  0.24
H: -1.557 1.630 3.731  0.12
H: -0.981 2.498 5.080  0.23

For the LUMO energy (spin up / spin down), the calculation gives -0.2232 / -0.3316 Eh. For the orbital gap (spin up / spin down), the calculation gives 7.951 / 6.511 eV. Its spin multiplicity is 4. As for the net charge: +2.



Density functional theory data (ωB97M-V/def2-TZVPD) for the ion C6H11N4O with charge +1 at a distorted geometry.

Each line ends with the Mulliken charge.
CARTESIAN COORDINATES (ANGSTROEM)
C: 1.888 1.584 0.997  0.72
C: 0.145 0.853 -0.499  0.55
C: 1.624 2.853 1.214  -0.96
C: -1.845 0.203 -1.804  -0.44
C: -1.445 -1.933 0.369  0.26
C: 2.882 0.683 1.589  -0.91
N: 1.203 1.012 -0.046  -0.15
N: -0.619 0.677 -1.467  -0.50
N: -1.884 -2.346 -0.767  -0.70
N: -1.726 -1.528 -1.865  -0.03
O: -1.636 -2.673 1.409  -0.45
H: 0.860 3.323 0.664  0.30
H: 2.064 3.455 1.984  0.29
H: -2.616 0.274 -1.100  0.43
H: -2.108 0.500 -2.824  0.35
H: -1.060 -0.924 0.444  0.22
H: 3.254 1.115 2.580  0.33
H: 3.729 0.478 0.901  0.26
H: 2.310 -0.329 1.843  0.23
H: -2.305 -1.996 -2.674  0.37
H: -0.760 -1.654 -2.196  0.41
H: -1.955 -3.626 1.247  0.41

For the LUMO energy, the calculation gives -0.1259 Eh. For the orbital gap, the calculation gives 9.124 eV. Its spin multiplicity is 1. As for the net charge: +1.



Density functional theory data (ωB97M-V/def2-TZVPD) for a structure of composition C31H32FN2O3Sr at a distorted geometry.

Each line ends with the Mulliken charge.
CARTESIAN COORDINATES (ANGSTROEM)
Sr: -1.364 0.055 1.244  2.08
C: -3.908 2.379 3.360  -1.60
C: -4.012 1.384 2.243  1.39
C: -3.991 -0.006 2.537  -1.34
C: -4.039 -0.966 1.501  0.46
C: -3.956 -2.426 1.692  -1.45
C: -4.117 -0.449 0.159  -0.71
C: -4.153 0.957 -0.127  1.43
C: -4.400 1.475 -1.500  -1.56
C: -4.122 1.834 0.941  -0.46
H: -4.820 3.067 3.434  0.37
H: -3.054 3.033 3.150  0.30
H: -3.839 1.848 4.309  0.34
H: -3.919 -0.313 3.578  0.15
H: -3.177 -2.830 1.092  0.26
H: -4.907 -2.845 1.366  0.39
H: -3.856 -2.736 2.783  0.30
H: -4.131 -1.174 -0.654  0.26
H: -4.666 0.682 -2.207  0.37
H: -3.467 1.920 -1.854  0.30
H: -5.089 2.327 -1.397  0.40
H: -4.248 2.907 0.782  0.41
C: 2.113 -4.059 -4.565  -1.94
C: 1.973 -2.544 -4.773  0.77
C: 3.257 -2.054 -5.458  -1.09
C: 3.299 -0.545 -5.774  -1.00
C: 2.891 0.245 -4.567  0.46
C: 3.089 1.678 -4.464  -0.55
C: 2.551 2.456 -3.414  -0.06
F: 2.754 3.771 -3.496  -0.32
C: 1.800 1.843 -2.396  -0.74
C: 1.455 0.453 -2.539  0.23
C: 0.445 -0.190 -1.577  1.15
O: -0.203 0.617 -0.778  -1.10
C: 0.361 -1.619 -1.564  -0.26
C: 1.100 -2.327 -2.491  -0.61
N: 1.707 -1.730 -3.579  0.23
C: 2.080 -0.360 -3.513  0.19
C: -0.413 -2.536 -0.560  0.14
O: -0.378 -3.749 -0.832  -0.81
O: -1.049 -2.039 0.424  -0.83
H: 2.339 -4.466 -5.504  0.54
H: 1.139 -4.454 -4.275  0.51
H: 2.893 -4.384 -3.836  0.33
H: 1.118 -2.371 -5.490  0.10
H: 3.396 -2.692 -6.388  0.34
H: 4.095 -2.368 -4.822  0.40
H: 2.645 -0.290 -6.630  0.32
H: 4.281 -0.277 -6.129  0.49
H: 3.840 2.037 -5.194  0.36
H: 1.310 2.404 -1.631  0.58
H: 1.144 -3.369 -2.365  0.74
C: -0.324 0.311 6.101  -1.31
C: 0.951 0.793 5.416  0.76
C: 2.038 1.186 6.216  -0.48
C: 3.168 1.809 5.738  -0.70
C: 3.345 1.867 4.301  -0.49
C: 2.319 1.466 3.456  0.79
C: 2.484 1.791 2.028  -1.42
C: 0.979 0.990 3.919  -0.37
N: -0.052 0.825 3.193  -0.92
H: -0.123 -0.209 7.036  0.42
H: -0.991 -0.304 5.482  0.10
H: -0.987 1.213 6.270  0.15
H: 1.944 0.977 7.276  0.27
H: 3.825 2.288 6.441  0.32
H: 4.247 2.151 3.837  0.42
H: 3.262 1.234 1.503  0.34
H: 2.598 2.850 1.944  0.29
H: 1.517 1.557 1.585  0.16

For the LUMO energy, the calculation gives 0.0557 Eh. For the orbital gap, the calculation gives 2.487 eV. Its spin multiplicity is 1. As for the net charge: -1.



Density functional theory data (ωB97M-V/def2-TZVPD) for an isolated molecule of C14H9BrN4O3 at a distorted geometry.

Each line ends with the Mulliken charge.
CARTESIAN COORDINATES (ANGSTROEM)
O: 0.600 3.135 4.308  -0.73
Br: -3.713 -0.065 -5.807  -0.26
N: 1.033 -1.743 0.225  -0.80
N: 1.607 0.369 6.051  -0.57
N: 0.325 -1.992 -0.795  0.16
O: -1.585 2.255 -5.257  -0.46
O: 1.324 1.691 6.104  -0.15
C: -0.399 -2.027 -1.908  -0.34
C: -0.297 1.429 -3.545  -1.06
C: -0.013 0.328 -2.720  -0.21
C: -1.900 -0.941 -3.634  -0.24
C: 1.149 -1.504 2.902  -0.74
C: -2.237 0.130 -4.469  -0.42
C: -1.383 1.277 -4.406  1.38
C: -0.790 -0.909 -2.754  0.19
C: 0.874 -0.356 2.114  0.94
C: 1.458 -1.397 4.266  -0.74
C: 0.747 0.851 2.626  -1.05
C: 1.448 -0.099 4.832  0.56
C: 1.056 1.016 4.012  0.50
C: 0.746 -0.528 0.780  -0.03
N: 0.985 2.052 4.769  0.77
H: -2.313 2.046 -5.844  0.23
H: -0.875 -3.002 -2.175  0.28
H: 0.305 2.290 -3.568  0.47
H: 0.892 0.306 -2.098  0.49
H: -2.563 -1.853 -3.786  0.29
H: 1.056 -2.509 2.628  0.43
H: 1.574 -2.307 4.918  0.35
H: 0.448 1.693 2.049  0.50
H: 0.441 0.364 0.182  0.29

For the LUMO energy, the calculation gives -0.0526 Eh. For the orbital gap, the calculation gives 6.145 eV. Its spin multiplicity is 1.



Calculated relative energy (zero: lowest compared OMol25 entry of this formula, charge and spin) in order - 15.8; 81.1; 0.0; 34.7 kcal per mole
Calculated electronic energy in order - -44378.569; -14397.500; -45343.214; -96799.793 eV